[1]
11
Properties=species:S:1:pos:R:3:nbo_charge:R:1 method="wB97M-V/def2-TZVPD" lumo_energy_ha=0.033 homo_ev=-10.1 de_lowest_kcal_mol=41.8 spin_multiplicity=1
C 0.9299 0.8269 0.7710 -0.71
C 0.1905 0.5693 -0.5082 0.80
O 0.3860 1.0143 -1.5877 -0.56
O -1.5009 0.4876 -0.0218 -0.56
C -1.4621 -0.7881 -0.1054 0.48
N -0.2934 -1.2140 -0.4442 -0.72
H 0.8578 1.8956 0.9909 0.24
H 0.5241 0.2494 1.5994 0.23
H 1.9814 0.5689 0.6199 0.24
H -2.3484 -1.3908 0.1102 0.17
H -0.0573 -2.1862 -0.5921 0.40



[2]
11
Properties=species:S:1:pos:R:3:nbo_charge:R:1 method="wB97M-V/def2-TZVPD" lumo_energy_ha=0.031 homo_ev=-9.9 de_lowest_kcal_mol=37.6 spin_multiplicity=1
N -1.5605 -0.2234 -0.0450 -0.72
C -0.8387 -0.3225 -1.0760 0.40
O 0.4090 0.1770 -1.1380 -0.49
C 0.8895 0.7544 0.0759 -0.19
C 0.8672 -0.2677 1.1993 0.43
O 0.6540 0.0020 2.3534 -0.50
H -2.4569 -0.6855 -0.1697 0.36
H -1.0781 -0.8196 -2.0186 0.16
H 0.3206 1.6421 0.3642 0.22
H 1.9281 1.0291 -0.1393 0.22
H 1.1303 -1.2953 0.8698 0.11